Formula: C40H35BCrF2N5O6STe
Source: OMol25
Level of theory: ωB97M-V/def2-TZVPD

Structure (XYZ):
```
92
Properties=species:S:1:pos:R:3:forces:R:3
Cr -0.0627 0.1162 -0.2442 0.655 -0.784 0.124
C 3.5091 -0.1979 2.7334 -0.045 -0.006 -0.029
C 3.0478 -1.4883 2.1640 -0.114 0.061 -0.041
N 3.1555 -2.6539 2.7201 -0.040 0.057 -0.091
N 2.5712 -3.5077 1.8277 -0.012 -0.240 0.154
C 2.0993 -2.9196 0.7166 0.003 0.123 -0.040
S 1.3982 -3.5704 -0.6490 0.053 0.054 0.066
N 2.4056 -1.6092 0.9519 -0.008 0.134 0.052
N 2.0255 -0.5922 0.0707 -0.244 -0.088 -0.068
H 4.2362 -0.3987 3.5156 -0.001 -0.020 -0.003
H 2.6707 0.3514 3.1620 -0.008 0.011 -0.014
H 3.9631 0.4321 1.9663 0.030 -0.015 0.014
H 2.5010 -4.4877 2.0362 0.022 0.001 -0.047
H 2.2677 -0.9153 -0.8694 0.074 0.026 0.031
H 2.5467 0.2711 0.2461 0.077 -0.013 0.022
C 0.0069 6.8532 -1.8651 -0.001 -0.066 0.006
C 0.2663 5.3838 -1.6446 -0.010 0.023 0.022
C 1.5429 4.9007 -1.3960 0.061 0.101 0.079
C 1.8032 3.5488 -1.1854 0.138 0.136 0.030
C 3.1693 3.1085 -0.7906 0.065 0.049 -0.104
O 3.4021 2.0777 -0.1827 -0.060 -0.002 0.148
C 4.3332 4.0002 -1.1285 -0.075 -0.090 -0.057
C 5.2885 4.2502 -0.1500 0.036 -0.002 0.016
C 6.4072 5.0121 -0.4487 -0.010 0.004 -0.007
C 6.5910 5.5024 -1.7356 -0.010 -0.024 0.007
C 5.6487 5.2387 -2.7200 -0.001 0.005 0.012
C 4.5157 4.4989 -2.4139 -0.037 0.031 -0.021
C 0.7361 2.6334 -1.2371 -0.170 -0.240 -0.022
O 0.9846 1.3551 -1.1023 -0.002 0.013 0.037
C -0.5789 3.1002 -1.4666 -0.032 -0.024 -0.020
C -0.7751 4.4679 -1.6672 -0.019 0.036 -0.029
C -1.7229 2.1711 -1.5296 -0.013 0.010 -0.019
N -1.6410 0.9564 -1.1038 -0.524 0.281 -0.145
C -2.7629 0.0220 -1.3054 0.114 0.077 0.046
C -2.3136 -1.1797 -2.1187 -0.164 -0.076 -0.121
Te -1.8661 -0.7222 -4.1643 0.015 -0.069 -0.052
C 0.1462 -0.1615 -3.8843 -0.020 0.121 -0.064
C 0.5487 1.1399 -4.1730 0.153 -0.075 -0.030
C 1.8826 1.5046 -4.0345 -0.018 -0.061 -0.057
C 2.8178 0.5758 -3.5996 -0.038 0.020 -0.022
C 2.4199 -0.7259 -3.3209 0.051 0.073 -0.017
C 1.0899 -1.0967 -3.4691 -0.003 0.032 0.018
C -3.0029 2.7369 -2.0651 0.086 0.015 0.025
C -4.0328 3.0244 -1.1759 -0.015 -0.013 0.031
C -5.2097 3.5974 -1.6361 -0.002 -0.014 -0.012
C -5.3625 3.8813 -2.9862 0.019 0.002 0.005
C -4.3347 3.5953 -3.8750 0.001 -0.007 0.018
C -3.1536 3.0328 -3.4141 -0.008 -0.007 -0.013
H 0.9078 7.4419 -1.6944 -0.002 -0.016 0.002
H -0.7685 7.2218 -1.1921 0.005 0.000 0.000
H -0.3281 7.0441 -2.8865 0.002 0.002 0.004
H 2.3610 5.6071 -1.3215 0.003 -0.004 -0.024
H 5.1440 3.8446 0.8434 0.007 -0.007 -0.012
H 7.1399 5.2186 0.3206 0.000 -0.002 -0.009
H 7.4720 6.0850 -1.9728 -0.013 0.005 0.008
H 5.7945 5.6125 -3.7253 -0.001 -0.010 0.005
H 3.7741 4.2973 -3.1784 0.005 0.008 0.009
H -1.7807 4.8354 -1.8363 0.015 -0.030 0.003
H -3.5928 0.5073 -1.8122 -0.042 0.041 0.009
H -3.1004 -0.3286 -0.3285 0.059 0.011 0.014
H -3.1365 -1.8931 -2.1742 0.036 -0.016 0.057
H -1.4677 -1.7130 -1.6826 -0.011 0.011 -0.001
H -0.1766 1.8714 -4.5067 -0.006 0.015 0.021
H 2.1866 2.5204 -4.2584 -0.008 -0.007 -0.004
H 3.8553 0.8633 -3.4816 0.003 0.001 -0.004
H 3.1490 -1.4624 -3.0022 -0.020 -0.027 -0.008
H 0.7928 -2.1160 -3.2682 -0.002 -0.067 0.038
H -3.9069 2.7947 -0.1236 0.004 0.013 -0.012
H -6.0083 3.8174 -0.9396 0.006 0.006 -0.004
H -6.2810 4.3268 -3.3457 -0.002 -0.009 0.000
H -4.4524 3.8094 -4.9294 0.001 0.004 0.005
H -2.3506 2.8057 -4.1033 -0.006 0.007 -0.011
F -1.3592 2.0811 1.6459 0.118 -0.061 0.008
B -0.2799 1.3302 1.3650 -0.222 0.515 0.403
F 0.6780 1.4446 2.3126 -0.032 0.055 -0.070
O -2.8113 -2.0467 1.0651 -0.001 -0.122 -0.110
C -1.7176 -1.7879 1.5206 0.121 0.170 0.091
O -0.7388 -1.2539 0.8148 -0.108 0.059 -0.225
C -1.3752 -2.0651 2.9510 0.031 0.039 0.010
C -2.1711 -2.9376 3.6778 0.010 -0.049 0.025
C -1.8997 -3.2213 5.0192 -0.038 -0.007 -0.043
C -0.8271 -2.5754 5.5822 -0.044 -0.056 0.041
O -0.3666 -2.6659 6.8649 0.063 0.030 0.066
C 0.7578 -1.7847 6.9494 -0.077 -0.030 -0.080
O 0.9316 -1.1710 5.6736 0.055 -0.007 0.057
C -0.0457 -1.6894 4.8660 0.021 0.059 -0.043
C -0.2845 -1.4169 3.5486 0.035 -0.058 -0.065
H -3.0094 -3.4030 3.1781 0.002 0.008 0.005
H -2.5054 -3.9098 5.5920 0.007 0.012 -0.009
H 1.6501 -2.3590 7.2023 0.016 -0.033 -0.006
H 0.5580 -1.0176 7.6985 -0.012 0.025 0.013
H 0.3195 -0.7199 2.9906 0.072 -0.037 0.030
```
Positions in Å, forces in eV/Å.

- 2S+1: 2

Formula: C9H11AuO6
Source: OMol25
Level of theory: ωB97M-V/def2-TZVPD

Structure (XYZ):
```
27
Properties=species:S:1:pos:R:3:forces:R:3
O -3.1946 -1.4637 -4.3532 1.545 0.301 2.569
C -2.6068 -1.3421 -3.3789 -1.551 -0.319 -2.542
Au -0.4273 -0.4684 -0.5584 -0.705 0.701 -0.731
C 0.8309 -1.0462 1.9841 1.004 -0.632 2.095
O 1.2786 -1.2126 3.0160 -0.789 0.279 -1.857
C 1.2616 2.0488 -0.7477 1.489 2.354 -0.344
O 1.8404 3.0164 -0.9127 -1.269 -2.085 0.308
C -1.8343 0.8139 -0.0043 -2.618 2.364 1.427
O -2.5311 1.7036 0.1959 1.996 -2.449 -0.865
C 1.1610 -1.3332 -1.2736 4.791 -2.329 -1.149
O 2.1981 -1.6507 -1.6541 -3.740 1.185 1.031
H -0.7029 0.3278 -1.9771 -0.076 0.180 -0.553
C -1.7284 0.4523 3.4170 -0.046 -0.326 -0.083
C -0.8947 1.7144 3.3036 0.594 -0.377 0.971
O 0.1381 1.5518 2.3168 -0.235 0.954 0.355
C 1.4320 2.1242 2.5431 0.846 -0.781 0.784
C 1.8632 2.2323 3.9991 -0.356 0.427 -0.061
H -2.1030 0.1157 2.4506 -0.058 0.009 0.118
H -2.5883 0.6588 4.0680 0.290 -0.030 -0.138
H -1.1117 -0.3402 3.8546 -0.283 0.144 0.034
H -1.5225 2.5490 2.9648 0.038 0.256 -0.373
H -0.4470 1.9794 4.2768 -0.227 0.066 -0.587
H 2.1460 1.4988 1.9820 -0.469 0.163 -0.204
H 1.4461 3.1212 2.0628 -0.343 -0.029 -0.143
H 1.7510 1.2912 4.5394 -0.060 -0.073 -0.113
H 2.9210 2.4934 4.0202 -0.030 0.090 -0.094
H 1.3019 3.0198 4.5046 0.264 -0.043 0.145
```
Positions in Å, forces in eV/Å.

- 2S+1: 3
- Net charge: +2

Formula: C5H10FN2O
Source: OMol25
Level of theory: ωB97M-V/def2-TZVPD

Structure (XYZ):
```
19
Properties=species:S:1:pos:R:3:forces:R:3
C -2.2351 1.2714 0.0098 3.417 2.550 0.169
C -1.0253 0.4348 0.4772 -0.257 -1.559 0.414
N 0.3259 0.8476 0.0326 0.174 -3.259 -1.138
C 1.3031 -0.0187 -0.2362 1.138 2.900 1.370
N 2.5542 0.4332 -0.4608 1.551 -1.231 -0.876
C 1.2256 -1.4387 0.1377 -1.152 -0.885 0.852
O -0.0276 -1.7423 0.7533 0.615 -0.985 0.412
C -1.0777 -1.1188 0.1570 -0.944 2.723 -0.724
F -0.8857 -1.1465 -1.1927 -0.049 -0.558 -1.503
H -2.5561 0.9928 -0.9647 -0.279 -0.050 -0.809
H -1.8460 2.3950 0.0318 -0.955 -2.139 -0.429
H -3.0240 1.2918 0.7082 -0.867 -0.481 0.852
H -0.8715 0.4642 1.5336 -0.715 0.232 1.014
H 0.5080 1.7389 -0.2858 0.069 2.548 -0.466
H 3.2397 -0.3613 -0.3962 -0.662 1.559 -0.409
H 2.9848 1.3395 -0.8175 -1.554 -1.559 0.736
H 1.4952 -2.1562 -0.6128 -0.474 0.001 -1.327
H 2.0059 -1.6976 0.8325 0.143 0.476 1.015
H -2.0933 -1.5290 0.2929 0.800 -0.284 0.847
```
Positions in Å, forces in eV/Å.

- SMILES: C[C@@H]1NC(=[NH2+])CO[C@@H]1F
- Net charge: +1

Formula: C6H10N4O
Source: OMol25
Level of theory: ωB97M-V/def2-TZVPD

Structure (XYZ):
```
21
Properties=species:S:1:pos:R:3:forces:R:3
C -0.3608 -0.7344 -0.5087 3.504 0.859 -3.078
C 0.8423 0.8683 0.9471 -1.071 -1.726 -2.265
C 1.3182 -0.0243 -1.2548 -3.093 -3.405 0.606
C -0.3783 -0.0905 0.7750 -0.658 0.918 1.215
C -0.3105 -1.1162 1.8981 -0.003 -0.145 0.825
C -1.6700 0.7567 0.8150 0.098 0.296 2.669
N -1.0868 -1.4762 -1.1809 0.488 -0.513 0.205
N 1.2969 0.3998 -3.5062 -0.151 -0.345 1.547
N 0.9017 0.7497 -2.3666 0.164 1.163 -1.348
N 1.6928 0.6386 -0.0798 2.068 1.518 -1.731
O 1.0326 1.6420 1.8119 0.032 1.420 2.173
H 1.9638 -0.8901 -1.4719 -0.213 0.308 -0.294
H -0.7651 -0.6898 2.7980 0.041 -0.154 -0.091
H 0.7255 -1.3599 2.1624 -0.162 -0.027 -0.202
H -0.8206 -2.0477 1.6425 -0.072 0.130 0.030
H -1.7040 1.5798 0.1352 0.487 0.576 -0.561
H -1.6473 1.1772 1.8855 -0.580 -0.401 -1.598
H -2.5899 0.2037 0.6075 0.254 -0.328 0.399
H -1.8206 -1.9158 -0.6206 -0.344 0.301 -0.117
H 0.9011 1.0448 -4.2128 -0.077 -0.085 0.558
H 2.4790 1.2841 -0.2759 -0.712 -0.360 1.060
```
Positions in Å, forces in eV/Å.

Short version: energy = -114447.912; -25464.648; -13085.012; -14389.377 eV, in the order given.
Short version: energy relative to the best compared isomer or geometry (same formula, charge and spin) = 0.0000; 0.0370; 0.2420; 2.2479 eV, in the order given.